Molecular formula: C3H6NO2
Method: DFT, the ωB97M-V functional and the def2-TZVPD basis

## Properties
net charge	+1
gap between HOMO and LUMO (spin up / spin down)	8.13 / 8.24	eV
maximum force	0.081	hartree/bohr
energy	-322.61592	Eh
HOMO level (spin up / spin down)	-12.3218 / -16.6200	eV
2S+1	3
ΔE to the lowest compared entry with this formula, charge and spin	211.2	kJ/mol

Last column: Mulliken charge in e.
Cartesian coordinates (Å):
C1 1.677 2.237 0.051  -0.03
C2 -0.831 -1.550 -0.709  -0.60
C3 0.503 0.088 0.242  0.04
N1 1.136 1.219 0.062  0.07
O1 -0.928 0.562 1.361  -0.31
O2 0.011 -0.396 -0.849  -0.21
H1 2.482 2.892 0.007  0.43
H2 -0.380 -2.317 0.020  0.34
H3 -1.052 -1.929 -1.791  0.24
H4 -1.768 -1.177 -0.306  0.32
H5 0.854 -0.676 1.007  0.34
H6 -1.705 1.047 0.904  0.37

Molecular formula: C3H6NO2S
Method: DFT, the ωB97M-V functional and the def2-TZVPD basis

## Properties
net charge	-1
gap between HOMO and LUMO	7.08	eV
maximum force	0.073	hartree/bohr
energy	-721.28187	Eh
HOMO level	-3.4085	eV
ΔE to the lowest compared entry with this formula, charge and spin	332.8	kJ/mol

Last column: Mulliken charge in e.
Cartesian coordinates (Å):
C1 -2.391 1.270 0.456  -0.76
C2 -1.161 1.277 0.922  0.33
C3 0.050 1.051 1.224  -0.52
N1 0.406 -1.395 -1.491  -0.62
O1 2.400 0.216 -0.647  -0.62
O2 2.892 -2.104 -0.906  -0.61
S1 1.902 -1.131 -0.386  0.39
H1 -2.847 0.368 0.449  0.28
H2 -2.808 2.135 0.149  0.27
H3 0.522 1.150 2.196  0.21
H4 0.948 0.845 0.659  0.22
H5 0.469 -2.372 -1.776  0.24
H6 -0.382 -1.309 -0.848  0.20

Molecular formula: C3H6NO3S
Method: DFT, the ωB97M-V functional and the def2-TZVPD basis

## Properties
net charge	-1
gap between HOMO and LUMO	8.38	eV
maximum force	0.088	hartree/bohr
energy	-796.59018	Eh
HOMO level	-4.4633	eV
ΔE to the lowest compared entry with this formula, charge and spin	250.7	kJ/mol

Last column: Mulliken charge in e.
Cartesian coordinates (Å):
C1 -0.142 0.945 0.762  0.10
C2 0.412 -0.918 -1.517  -0.73
C3 0.621 0.576 -1.429  -0.40
N1 0.858 0.999 -0.060  -0.58
O1 -1.644 0.044 3.711  -0.51
O2 0.077 1.300 1.963  -0.52
O3 -0.827 -1.262 1.834  -0.54
S1 -0.489 -0.338 2.933  0.55
H1 -1.075 0.590 0.336  0.39
H2 0.029 -1.194 -2.549  0.33
H3 1.269 -1.492 -1.012  0.24
H4 -0.531 -1.208 -0.862  0.16
H5 1.526 0.708 -2.073  0.27
H6 -0.082 1.250 -2.037  0.25